one | Entry from OMol25: a molecular structure, CH5N3OS (ωB97M-V/def2-TZVPD).

The geometry in XYZ format:
```
11
CH5N3OS, DFT ωB97M-V/def2-TZVPD
C 0.5733 -0.4377 -0.2392
H -2.1323 1.2549 -0.1839
H -0.6870 -1.5941 1.0992
H 1.4970 -2.0422 0.0361
H 1.4576 1.2652 -0.9207
H 0.2071 1.3131 1.2033
N -0.6238 -0.8360 0.2002
N 1.8013 -1.0149 -0.2393
N 0.4281 0.9260 -0.8664
O -0.3230 1.6166 0.3001
S -2.1983 -0.4512 -0.3894
```

HOMO energy = -8.90 eV
LUMO = 0.11 eV
Gap between HOMO and LUMO = 9.02 eV
2S+1 = 1

***

two | Entry from OMol25: 2 unconnected molecules or ions with the total composition CH5N3OS (ωB97M-V/def2-TZVPD).

The geometry in XYZ format:
```
11
CH5N3OS, DFT ωB97M-V/def2-TZVPD
C 0.6531 -0.3953 0.1161
H -2.2517 0.0790 0.9214
H -2.6245 -0.8228 -0.7609
H -0.6156 -1.7454 0.2804
H -0.0156 1.5934 -0.6530
H 2.6808 0.8610 0.1962
N -1.9504 0.0091 -0.1378
N -0.6661 -0.7995 -0.1484
N 0.7110 0.9723 0.5690
O 1.9753 1.4913 -0.3543
S 2.1038 -1.2430 -0.0288
```

HOMO energy = -9.02 eV
LUMO = -0.37 eV
Gap between HOMO and LUMO = 8.64 eV
2S+1 = 1

***

three | Entry from OMol25: a molecular structure, CH5N3OS (ωB97M-V/def2-TZVPD).

The geometry in XYZ format:
```
11
CH5N3OS, DFT ωB97M-V/def2-TZVPD
C -0.2696 -0.0016 0.8097
H -1.3140 1.7084 -2.2082
H 1.0797 0.0090 -0.7073
H -2.2688 0.0265 0.8176
H 1.2874 0.3809 2.3180
H 2.9313 -1.2874 1.3832
N 0.0074 0.1202 -0.5664
N -1.3415 0.1061 1.3750
N 0.9959 -0.4664 1.5309
O 2.3552 -0.3872 0.7976
S -1.0357 0.2469 -1.8262
```

HOMO energy = -9.47 eV
LUMO = 0.22 eV
Gap between HOMO and LUMO = 9.70 eV
2S+1 = 1

***

Pick three: it beats the second-best structure by 0.348 eV.

***

one | Entry from OMol25: 2 unconnected molecules or ions with the total composition C5H13NO (ωB97M-V/def2-TZVPD).

The geometry in XYZ format:
```
20
C5H13NO, DFT ωB97M-V/def2-TZVPD
C 0.4248 2.1578 0.9644
C -0.0312 1.1800 1.9706
N 0.9004 0.3765 2.5880
O -1.2181 1.0463 2.2069
H -0.0497 3.1372 1.1075
H 0.0644 2.0294 -0.0557
H 1.4869 2.4442 0.9697
H 0.6266 -0.3085 3.2682
H 1.7603 0.1289 2.1267
C -1.4004 -1.3766 -2.0713
C -0.0294 -1.0025 -2.5260
C 1.1086 -2.0349 -2.4100
H -1.6512 -2.4228 -2.3583
H -2.1623 -0.8773 -2.6851
H -1.6744 -1.3111 -1.0170
H -0.0590 -0.6996 -3.5903
H 0.2978 -0.0209 -2.1452
H 0.8030 -3.0285 -2.0835
H 1.5239 -2.1387 -3.4217
H 1.8960 -1.7828 -1.6973
```

HOMO energy = -9.80 eV
LUMO = 0.74 eV
SMILES = CC(N)=O.CCC
Gap between HOMO and LUMO = 10.55 eV
2S+1 = 1

***

two | Entry from OMol25: 2 unconnected molecules or ions with the total composition C5H13NO (ωB97M-V/def2-TZVPD).

The geometry in XYZ format:
```
20
C5H13NO, DFT ωB97M-V/def2-TZVPD
C 1.3098 0.8996 1.8465
C 1.5067 0.9630 0.2983
C 1.1653 -0.2667 -0.4470
C -0.0962 -0.5690 -0.8325
C -0.3339 -1.9544 -1.4080
N -1.1639 0.3302 -1.1208
H 0.4569 0.2324 2.0175
H 1.0690 1.9018 2.1932
H 2.1444 0.4137 2.3479
H 0.8262 1.7529 -0.0523
H 2.5097 1.3286 0.0694
H 1.8913 -1.0185 -0.7065
H -1.1060 -1.8835 -2.1881
H -0.7209 -2.6140 -0.6375
H 0.5688 -2.3746 -1.8454
H -1.4418 0.0615 -2.0599
H -1.0134 1.2898 -0.8985
O -2.9010 0.4157 1.2115
H -2.3490 0.1614 0.4496
H -2.3222 0.9300 1.7625
```

HOMO energy = -8.31 eV
LUMO = 0.88 eV
SMILES = CC/C=C(/C)N.O
Gap between HOMO and LUMO = 9.19 eV
2S+1 = 1

***

three | Entry from OMol25: 2 unconnected molecules or ions with the total composition C5H13NO (ωB97M-V/def2-TZVPD).

The geometry in XYZ format:
```
20
C5H13NO, DFT ωB97M-V/def2-TZVPD
C -0.8594 1.3760 0.7962
C -0.6157 -0.1620 0.6940
C 0.6555 -0.4107 1.5066
C 1.3901 -1.5164 0.7205
C 0.9166 -1.0866 -0.8657
N -0.4004 -0.7357 -0.6479
H -0.1731 1.8618 1.5379
H -1.9501 1.5916 0.8368
H -0.3929 1.8710 -0.1234
H -1.4416 -0.6876 1.1778
H 1.3399 0.4910 1.5451
H 0.3413 -0.6516 2.4910
H 2.4933 -1.3315 0.8957
H 1.0484 -2.4575 0.9718
H 1.1466 -1.6684 -1.7758
H 1.4772 -0.0954 -0.9728
H -1.0435 -1.3835 -1.0786
O -1.5036 1.7218 -3.0035
H -0.9844 1.0522 -2.6298
H -1.4443 2.2215 -2.0760
```

HOMO energy = -8.50 eV
LUMO = 0.92 eV
SMILES = C[C@@H]1CCCN1.O
Gap between HOMO and LUMO = 9.42 eV
2S+1 = 1

***

four | Entry from OMol25: 2 unconnected molecules or ions with the total composition C5H13NO (ωB97M-V/def2-TZVPD).

The geometry in XYZ format:
```
20
C5H13NO, DFT ωB97M-V/def2-TZVPD
C -0.8404 -2.1470 -0.3785
C -0.6723 -0.9679 -1.2921
C 0.0693 0.2138 -0.7155
C 1.4988 -0.0690 -0.2494
C -0.5632 1.3680 -0.4425
N -0.0973 2.4117 0.4045
H -1.2936 -3.0112 -0.8614
H -1.3502 -1.8634 0.5485
H 0.1917 -2.4350 -0.0691
H -1.6002 -0.4840 -1.6261
H -0.2633 -1.1836 -2.3192
H 1.8147 -0.8422 -0.9520
H 2.0301 0.8881 -0.2724
H 1.6340 -0.3328 0.8138
H -1.4858 1.5688 -0.9924
H 0.9138 2.2321 0.4934
H -0.1503 3.2957 -0.0929
O 0.1216 0.6453 3.0008
H 0.5150 -0.1882 2.7213
H -0.4727 0.9009 2.2814
```

HOMO energy = -8.45 eV
LUMO = 0.83 eV
SMILES = CC/C(C)=C/N.O
Gap between HOMO and LUMO = 9.28 eV
2S+1 = 1

***

Pick one: it beats the second-best structure by 0.643 eV.

***

one | Entry from OMol25: C4H8FN in the gas phase (ωB97M-V/def2-TZVPD).

The geometry in XYZ format:
```
14
C4H8FN, DFT ωB97M-V/def2-TZVPD
F -1.8070 0.0079 -0.6034
C -0.8505 -0.1061 0.4514
C -0.0038 1.1917 0.5238
C 1.1507 0.7760 -0.3904
N 1.4411 -0.6293 -0.0599
C 0.1725 -1.2534 0.2366
H -1.3707 -0.3055 1.3984
H -0.4756 2.0672 0.0775
H 0.4591 1.3717 1.5374
H 2.0620 1.4540 -0.2881
H 0.8516 0.9082 -1.4840
H 1.9076 -1.0777 -0.8951
H 0.2006 -1.8958 1.1160
H -0.2723 -1.8373 -0.5407
```

HOMO energy = -9.05 eV
LUMO = 1.10 eV
SMILES = F[C@@H]1CCNC1
Gap between HOMO and LUMO = 10.14 eV
2S+1 = 1

***

two | Entry from OMol25: C4H8FN in the gas phase (ωB97M-V/def2-TZVPD).

The geometry in XYZ format:
```
14
C4H8FN, DFT ωB97M-V/def2-TZVPD
C -1.3805 1.3762 -0.8198
C -0.3630 0.4538 -0.2013
C -0.7800 -0.1171 0.9159
F 0.0394 -0.9527 1.6676
C 0.9892 0.3507 -0.7784
N 1.4935 -1.0161 -0.7415
H -1.0426 2.3947 -0.8363
H -2.3019 1.3477 -0.3170
H -1.5852 1.0402 -1.8281
H -1.7423 -0.1608 1.4304
H 1.7153 0.9996 -0.1965
H 0.9278 0.5786 -1.8294
H 1.6276 -1.2667 0.1945
H 0.7985 -1.6277 -1.1347
```

HOMO energy = -9.10 eV
LUMO = 1.01 eV
SMILES = C/C(=C/F)CN
Gap between HOMO and LUMO = 10.11 eV
2S+1 = 1

***

Pick one: it beats the second-best structure by 0.515 eV.